Record 1
ORCA calculation (wB97M-V/def2-TZVPD) on one molecule with the formula C5H10O.

Summary:
Calculated total energy ... -7393.780 eV
SMILES string ... C[C@@H](O)C1CC1
2S+1 ... 1
LUMO level ... 1.1 eV
Orbital gap ... 0.41470 Ha
HOMO ... -10.2 eV
Charge ... 0

```
16
Properties=species:S:1:pos:R:3:forces:R:3:lowdin_charge:R:1
C -2.04968 -0.24155 0.17857 0.0 0.1 0.0 -0.046
C -0.74646 0.19825 -0.47787 0.2 -0.4 0.1 -0.431
O -0.99532 1.53108 -0.91277 0.2 0.2 0.0 -0.041
C 0.45495 0.11668 0.45024 -0.1 0.1 0.1 -0.265
C 1.40980 -1.04941 0.41791 0.0 -0.2 0.0 -0.118
C 1.84539 0.28364 -0.11647 0.1 0.1 -0.1 -0.127
H -2.31798 0.53141 0.90532 0.0 -0.2 0.1 0.084
H -1.97977 -1.20967 0.68618 0.1 0.1 -0.2 0.084
H -2.85758 -0.27228 -0.56076 0.2 -0.1 0.1 0.080
H -0.52068 -0.43955 -1.35078 -0.1 0.1 0.1 0.143
H -0.15572 2.00125 -0.96778 0.0 -0.1 -0.1 0.087
H 0.29109 0.55779 1.43292 0.0 0.0 -0.2 0.144
H 1.84569 -1.38413 1.35656 -0.2 0.1 -0.2 0.099
H 1.24662 -1.85195 -0.29859 -0.1 0.2 0.1 0.103
H 1.95611 0.37358 -1.19574 -0.1 0.0 0.2 0.105
H 2.57354 0.85487 0.45307 -0.2 -0.1 -0.1 0.098
```
Positions in Å, forces in eV/Å.

---

Record 2
ORCA calculation (wB97M-V/def2-TZVPD) on a 3-piece molecular cluster, C4H13O4 overall.

Summary:
Calculated total energy ... -12547.966 eV
2S+1 ... 1
LUMO level ... 3.8 eV
Orbital gap ... 0.29439 Ha
HOMO ... -4.2 eV
Charge ... -1

```
21
Properties=species:S:1:pos:R:3:forces:R:3:lowdin_charge:R:1
C -1.62063 0.38319 1.70820 -0.4 -3.0 4.0 -0.329
O -2.92148 0.02870 1.31813 -1.8 -1.2 -2.7 -0.129
C -0.50755 -0.55791 1.27956 -2.1 -0.8 -1.4 -0.138
C -0.29643 -0.19120 -0.30725 2.5 -3.0 2.6 -0.563
C 0.69291 -1.35639 -0.69054 -3.8 -0.6 4.4 -0.068
O 0.14905 1.03950 -0.41506 -0.3 1.6 -0.9 -0.249
H -1.69697 0.36014 2.88956 0.2 0.5 -2.1 0.140
H -1.52740 1.31541 1.32841 1.5 3.2 -0.7 0.062
H 0.37787 -0.34784 1.88166 0.3 0.1 -0.4 0.099
H -0.79481 -1.70524 1.46491 0.3 2.5 -0.3 0.133
H -1.13730 -0.47837 -0.91480 -1.6 0.1 -0.2 0.104
H 0.77111 -1.50801 -1.65277 0.6 -0.7 -5.3 -0.008
H 0.13094 -2.24697 -0.23729 1.0 0.7 -0.9 0.083
H 1.60744 -1.30589 -0.22376 2.2 0.4 1.1 0.039
H 0.99403 0.46773 -3.14420 0.2 0.0 -0.2 -0.015
H 0.69807 1.21386 -1.78945 0.8 0.3 -0.8 0.028
H -3.01100 0.01607 0.29745 0.6 0.1 2.6 0.120
O 1.29834 1.27324 -2.71482 -1.1 -0.2 1.3 -0.196
H 1.82483 1.15224 0.58396 -1.8 -0.1 0.6 -0.048
H 2.31025 1.20428 -0.83470 1.3 0.2 3.2 0.076
O 2.65872 1.24346 0.17279 1.2 0.0 -3.9 -0.142
```
Positions in Å, forces in eV/Å.

---

Record 3
ORCA calculation (wB97M-V/def2-TZVPD) on one molecule with the formula C3H7O2P.

Summary:
Calculated total energy ... -16605.679 eV
SMILES string ... C=C(C)OPO
2S+1 ... 1
LUMO level ... 0.9 eV
Orbital gap ... 0.34962 Ha
HOMO ... -8.7 eV
Charge ... 0

```
13
Properties=species:S:1:pos:R:3:forces:R:3:lowdin_charge:R:1
C -1.38246 0.71370 -1.34138 0.5 -2.8 6.8 0.108
C -0.70425 0.29882 -0.25052 2.6 -1.9 -1.3 -0.440
C -1.19400 -0.40069 0.93782 1.0 1.6 3.3 -0.074
O 0.70551 0.26670 -0.24444 -0.7 1.5 -0.9 -0.416
P 1.85841 -0.90850 -0.03261 -0.8 0.7 0.3 0.825
O 3.07868 0.11299 -0.47520 -0.8 0.2 -0.4 -0.358
H -2.19460 0.13360 -1.12806 -3.6 0.0 -1.5 0.049
H -0.81410 1.25071 -1.90323 2.3 2.9 -4.8 0.012
H -0.49015 -0.01781 1.82675 -1.6 -0.4 -1.7 0.127
H -1.04495 -1.45938 1.10066 -0.3 -0.5 -0.8 0.078
H -2.18540 -0.03083 1.18025 -0.3 -0.5 0.2 0.080
H 1.74188 -0.72798 1.39894 0.9 -0.2 -0.1 -0.056
H 2.62541 0.76867 -1.06900 0.8 -0.6 0.8 0.065
```
Positions in Å, forces in eV/Å.

---

Record 4
ORCA calculation (wB97M-V/def2-TZVPD) on C27H22Cl4I2N2O3SiTi as an isolated structure.

Summary:
Calculated total energy ... -134769.697 eV
2S+1 ... 2
LUMO level (spin up / spin down) ... 2.0 / 2.0 eV
Expectation value of S² ... 0.75
Orbital gap (spin up / spin down) ... 0.21997 / 0.22701 Ha
HOMO (spin up / spin down) ... -4.0 / -4.2 eV
Charge ... -1

```
62
Properties=species:S:1:pos:R:3:forces:R:3:mulliken_spin:R:1
Ti -0.69618 0.50874 -0.42669 0.4 -0.7 0.1 0.987
I 4.48144 0.28465 5.45072 -0.1 0.0 -0.1 0.000
C 2.87202 0.37812 4.10765 0.1 0.0 0.0 0.006
C 1.60263 0.66887 4.57368 0.0 0.0 0.1 -0.003
C 0.56246 0.72914 3.66971 -0.2 0.0 -0.2 0.010
I -1.38129 1.12423 4.31866 0.1 0.0 0.1 0.000
C 0.72186 0.49576 2.28807 0.2 0.0 0.2 0.005
O -0.29868 0.56276 1.48928 0.2 0.1 0.0 -0.025
C 2.03996 0.18823 1.85008 -0.4 0.1 0.0 0.005
C 2.29795 -0.16844 0.41095 0.2 -0.1 0.0 0.013
N 1.60353 0.71384 -0.54172 -0.1 0.0 -0.1 0.002
C 2.09872 2.09030 -0.49576 0.1 0.1 0.0 0.011
C 1.01467 3.11410 -0.72300 -0.2 -0.3 0.1 0.007
C 1.31765 4.41297 -1.09648 0.0 0.3 -0.1 -0.005
C 0.28858 5.32583 -1.26660 -0.1 -0.3 0.1 0.007
C -1.01933 4.90202 -1.06049 0.2 0.3 -0.1 -0.002
C -1.23738 3.59200 -0.69443 0.1 -0.3 0.1 0.020
N -0.24241 2.71116 -0.52135 -0.1 0.6 -0.1 -0.010
C 3.08269 0.14555 2.75665 0.1 0.0 0.1 -0.006
H 1.42150 0.84560 5.62461 0.0 0.0 0.0 0.000
H 1.95225 -1.18732 0.22944 0.0 0.0 0.0 -0.006
H 3.38292 -0.15088 0.23572 0.0 0.0 0.0 0.005
H 1.69638 0.33067 -1.47907 0.0 0.0 0.0 0.008
H 2.91050 2.26044 -1.21138 0.0 0.0 0.0 0.000
H 2.51431 2.26551 0.50128 0.0 0.0 0.0 0.000
H 2.34748 4.70290 -1.26061 0.0 0.0 0.0 0.000
H 0.49933 6.34407 -1.56424 0.0 0.0 0.0 0.001
H -1.85422 5.57522 -1.19302 0.0 0.0 0.0 0.000
H -2.23568 3.19887 -0.53914 0.0 0.0 0.0 -0.003
H 4.07894 -0.08999 2.40105 0.0 0.0 0.0 0.000
Cl -6.03421 0.60240 -4.62634 -0.1 0.0 0.0 0.000
C -4.41875 0.57994 -4.01249 0.1 0.0 0.0 0.003
C -3.34104 0.54348 -4.88511 -0.1 0.0 0.1 0.007
Cl -3.60794 0.51936 -6.59408 0.0 0.0 -0.1 0.000
C -2.03712 0.53107 -4.37834 0.0 0.0 0.1 0.001
Cl -0.67168 0.51109 -5.44081 0.1 0.0 0.0 0.000
C -1.79811 0.54538 -3.00675 -0.3 0.0 -0.2 0.010
O -0.61007 0.56152 -2.45476 0.2 0.0 0.2 -0.025
C -2.90937 0.57056 -2.10991 -0.1 0.1 -0.5 0.000
O -2.60503 0.61260 -0.83586 -0.2 0.2 0.2 -0.002
C -4.19881 0.59991 -2.62745 0.1 -0.1 -0.1 0.005
Cl -5.52808 0.66407 -1.52390 0.0 0.0 0.1 0.000
C 0.66194 -2.85248 -1.84298 -0.2 0.1 0.2 -0.003
Si -0.51312 -2.14031 -0.48713 -0.1 -0.2 -0.1 -0.036
C -2.17518 -3.04405 -0.81091 0.2 0.1 0.1 0.008
C 0.16529 -2.85873 1.16404 -0.1 0.1 -0.2 -0.004
C 1.31791 -3.64175 1.25749 0.0 0.0 0.0 -0.002
C 1.86060 -3.99792 2.48608 0.1 0.0 0.0 0.001
C 1.25434 -3.58271 3.66155 0.0 0.0 0.1 -0.001
C 0.09957 -2.81369 3.59644 0.0 0.0 0.0 0.003
C -0.42711 -2.45586 2.36529 -0.1 0.0 0.0 -0.001
H 0.66275 -3.94680 -1.86067 0.0 0.0 0.0 -0.001
H 1.70195 -2.52585 -1.73667 0.0 0.0 0.0 0.002
H 0.31846 -2.50352 -2.82016 0.0 0.0 0.0 0.001
H -2.06446 -4.13200 -0.83669 0.0 0.0 0.0 0.000
H -2.59339 -2.71928 -1.76757 0.0 0.0 0.0 -0.001
H -2.90788 -2.79332 -0.04076 0.0 0.0 0.0 0.000
H 1.81315 -3.97628 0.35077 0.0 0.0 0.0 0.000
H 2.76329 -4.59789 2.52453 0.0 0.0 0.0 0.000
H 1.68186 -3.84677 4.62147 0.0 0.0 0.0 0.000
H -0.37812 -2.47107 4.50754 0.0 0.0 0.0 0.000
H -1.30428 -1.81602 2.33060 0.0 0.0 0.0 0.008
```
Positions in Å, forces in eV/Å.

---

Record 5
ORCA calculation (wB97M-V/def2-TZVPD) on a 6-piece molecular cluster, C32H69BCl2FIN4O12P3S6 overall.

Summary:
Calculated total energy ... -194230.788 eV
2S+1 ... 1
LUMO level ... -4.9 eV
Orbital gap ... 0.18081 Ha
HOMO ... -9.8 eV
Charge ... +1

```
131
Properties=species:S:1:pos:R:3:forces:R:3:lowdin_charge:R:1
C -0.90440 0.36963 5.77640 2.5 -1.1 -6.8 0.117
C -0.64872 0.23638 4.48018 -0.8 0.7 6.4 -0.103
C -0.16999 0.20493 2.95275 1.1 -0.2 1.7 -0.270
N -1.19098 0.84104 2.08291 0.4 -0.5 -3.0 -0.161
P -2.77636 1.15069 2.60086 -3.8 3.8 2.0 0.377
O -3.67873 0.06165 3.52747 1.6 0.8 -1.6 -0.278
O -3.75956 1.48111 1.19424 1.6 -3.3 2.3 -0.240
S -2.80076 2.85095 3.60726 0.4 -1.3 -0.6 0.371
C -0.84849 0.81243 0.66240 -0.5 -0.3 0.2 -0.151
N -0.82170 1.92673 -0.07869 -0.6 -0.6 1.6 -0.004
B -1.06204 3.35804 0.45571 -1.0 2.9 1.7 -0.658
O -0.29053 3.81768 1.58548 -1.2 0.0 -3.8 0.092
O -2.03097 4.13256 -0.28462 2.0 -2.6 2.6 -0.033
C -2.90417 4.91685 0.58901 -1.9 3.0 -0.1 -0.201
C -4.49770 4.58399 0.37639 0.0 0.1 -0.1 -0.059
P -0.49600 1.95080 -1.86459 1.3 -0.6 -2.2 0.688
O 0.07168 3.50440 -2.34252 -1.3 -1.7 0.7 -0.339
I -2.76330 1.57094 -2.83173 0.5 0.5 0.6 0.491
N -0.51917 -0.52789 0.08500 2.7 3.2 -0.4 -0.061
F -1.57917 -1.20604 -0.37603 -1.7 -0.8 0.2 0.015
C 0.57202 -1.25873 0.76922 1.1 0.1 2.5 -0.286
C 0.95371 -2.73974 0.33326 0.9 -2.0 -0.6 -0.120
C 0.49583 -3.36623 -1.07270 0.2 -1.5 -0.4 -0.176
C 1.79227 -4.10346 -1.76966 -0.8 -0.1 -1.5 -0.249
N 1.58691 -4.18426 -3.27497 0.2 1.2 1.1 -0.042
C 1.88741 -0.32927 0.44247 1.7 1.7 -4.3 -0.473
Cl 2.99104 0.56941 1.59118 -1.7 -1.2 -0.3 0.631
C 2.31732 -0.07828 -0.93849 -1.7 -0.6 2.2 -0.570
C 1.60510 -0.61309 -2.26036 1.3 0.9 -0.9 -0.149
Cl 3.83200 0.94992 -1.31770 -2.2 -1.5 0.6 0.542
C 0.19902 -1.30349 2.37845 0.2 -0.5 1.1 -0.360
C 1.16802 -2.16042 3.31837 0.3 -1.4 0.6 -0.170
C 2.73466 -2.22122 3.12456 1.2 1.5 1.0 -0.194
O 3.22861 -3.45472 3.78732 -0.2 -1.0 -2.6 -0.085
C 3.66600 -4.41542 2.81109 3.1 -0.2 -2.1 -0.371
C 2.80617 -5.79140 2.65531 -0.2 -0.1 0.8 -0.006
O 4.71784 -4.23235 2.11131 -5.1 -0.6 3.2 0.045
P -1.50560 -2.17738 2.71354 -1.5 1.3 0.1 1.021
C -2.04410 -3.51600 1.57628 -1.3 -2.8 -0.8 -0.406
C -3.69025 -3.43343 1.41471 0.1 1.0 0.7 -0.156
C -1.60196 -2.94653 4.44296 0.5 -2.5 1.6 -0.383
C -2.91167 -3.93474 4.62627 -0.2 1.8 -0.3 -0.150
H -0.83031 0.38952 6.93394 -0.5 0.0 -2.7 0.090
H 0.73729 0.92514 2.93578 -1.3 -1.3 0.0 0.134
H -3.47863 0.22392 4.48572 0.0 0.1 -1.1 0.065
H -4.35032 0.67724 1.11864 0.6 1.1 -0.3 0.092
H -0.14451 4.79439 1.39361 -0.1 -1.1 0.8 0.126
H -2.79194 6.03503 0.24179 0.0 -2.2 0.8 0.119
H -2.62050 4.90658 1.70198 -0.3 -0.5 -1.8 0.089
H -5.06264 4.73361 1.38732 1.1 -0.3 -1.9 0.101
H -4.68510 3.51960 -0.01599 0.5 1.5 0.8 0.059
H -4.98050 5.30291 -0.40643 1.1 -1.3 1.5 0.057
H 0.23456 3.45760 -3.32634 -0.2 -0.1 1.3 0.087
H 0.67179 -3.58557 1.09260 0.2 2.2 -0.9 0.124
H 2.12356 -2.78958 0.30634 -2.2 0.4 0.2 0.120
H -0.07135 -2.67821 -1.78981 1.2 -1.0 1.0 0.064
H -0.23116 -4.26980 -0.90120 1.1 1.8 -0.1 0.121
H 1.87439 -5.20791 -1.41157 0.0 2.0 0.1 0.093
H 2.76945 -3.51004 -1.62517 -1.4 -1.0 0.3 0.105
H 0.58138 -4.24735 -3.50429 1.0 -0.3 0.2 0.028
H 2.12237 -4.97570 -3.66525 -0.9 0.8 0.5 0.044
H 0.46256 -0.69247 -2.23892 2.0 -0.2 0.4 0.043
H 1.82024 0.15553 -3.11872 -0.2 -1.3 1.7 0.084
H 2.15331 -1.57259 -2.59945 -1.2 1.3 0.6 0.088
H 0.82682 -3.27803 3.21440 0.7 2.1 0.1 0.099
H 0.98322 -1.93644 4.45188 0.2 -0.1 -2.2 0.138
H 3.17288 -2.16101 2.07141 -0.9 -0.2 1.4 0.096
H 3.22504 -1.35207 3.73306 -0.8 -1.6 -1.2 0.129
H 1.85614 -5.79609 3.32708 1.7 0.3 -1.2 0.084
H 2.49271 -5.98764 1.55419 0.8 0.6 1.9 0.086
H 3.44465 -6.69672 3.02048 -0.9 1.8 -0.8 0.101
H -1.67781 -3.56533 0.49770 0.0 0.4 1.8 0.052
H -1.84617 -4.57130 2.04242 0.0 1.8 -0.9 0.091
H -4.04402 -2.49448 2.01091 0.4 -1.7 -1.0 0.046
H -3.98188 -3.23268 0.31545 0.5 -0.7 1.8 0.061
H -4.21384 -4.35860 1.86988 0.9 1.5 -1.0 0.081
H -0.70384 -3.64798 4.71294 -1.3 1.4 -0.6 0.087
H -1.68605 -2.20578 5.31422 0.3 -0.7 -1.8 0.062
H -2.80491 -4.92658 4.05805 -0.3 1.6 1.0 0.072
H -3.81182 -3.30497 4.23382 1.3 -1.5 0.6 0.071
H -3.08677 -4.05853 5.76405 0.4 -0.1 -2.0 0.087
C 1.25129 -9.23865 -3.87122 0.0 0.0 -0.1 -0.264
S 1.37655 -7.99228 -2.56950 0.0 -0.1 -0.2 0.837
O 1.24909 -6.64840 -3.21939 0.0 -1.4 0.2 -0.575
C 3.12890 -8.25898 -2.21669 0.1 0.0 -0.1 -0.260
H 0.23491 -9.22058 -4.26901 0.1 0.1 0.1 0.052
H 1.95695 -9.01425 -4.67374 0.0 0.1 0.1 0.061
H 1.45719 -10.22636 -3.45426 0.0 0.1 0.0 0.055
H 3.72079 -8.09436 -3.11930 -0.1 0.0 0.0 0.063
H 3.27613 -9.27733 -1.85160 -0.1 0.1 0.0 0.055
H 3.43710 -7.55034 -1.44638 -0.1 0.0 -0.1 0.043
C 6.22479 5.67201 -3.89468 -0.1 0.1 0.0 -0.274
S 6.87443 4.16550 -4.65197 -0.2 -0.1 -0.3 0.809
O 5.95984 3.79764 -5.77533 0.2 0.1 0.5 -0.555
C 6.49252 3.07350 -3.26320 -0.1 0.0 0.1 -0.284
H 6.32634 6.48925 -4.61113 0.0 -0.2 0.0 0.052
H 5.16991 5.54069 -3.64420 0.1 -0.1 -0.1 0.052
H 6.79852 5.90758 -2.99614 0.0 0.0 -0.1 0.051
H 5.42154 3.10007 -3.05098 0.0 0.1 -0.1 0.031
H 7.05753 3.39026 -2.38408 0.0 0.0 -0.1 0.053
H 6.78366 2.05747 -3.53338 0.0 0.1 -0.1 0.052
C -5.13110 7.98169 -1.27128 -0.1 0.0 0.0 -0.277
S -3.98550 8.92917 -0.24443 0.0 0.0 0.2 0.813
O -3.80953 8.18259 1.03959 -0.2 0.1 -0.4 -0.558
C -5.11167 10.30518 0.07765 -0.1 0.0 0.0 -0.266
H -4.64409 7.04845 -1.55985 0.1 0.2 0.0 0.028
H -6.03961 7.75588 -0.70882 0.1 0.1 0.0 0.062
H -5.37641 8.55229 -2.16912 0.1 0.0 0.1 0.055
H -6.02113 9.93873 0.55792 0.1 -0.1 0.0 0.059
H -5.35773 10.80237 -0.86279 0.1 -0.1 0.0 0.054
H -4.61078 11.01208 0.74044 0.0 -0.1 -0.1 0.052
C 3.74555 6.78442 2.79296 0.0 0.0 0.1 -0.263
S 2.88998 6.78126 1.20201 -0.1 0.0 0.1 0.825
O 1.42210 6.87616 1.48079 0.2 -0.4 0.0 -0.556
C 3.24762 5.06076 0.79308 0.0 -0.1 0.0 -0.275
H 3.61600 7.76629 3.25193 0.0 -0.1 -0.2 0.054
H 3.32101 6.02092 3.44821 0.0 0.0 -0.1 0.059
H 4.80977 6.59735 2.63718 -0.1 0.0 -0.1 0.055
H 2.85180 4.40327 1.57013 0.0 0.1 0.0 0.050
H 4.32690 4.92426 0.69952 -0.1 0.1 0.0 0.054
H 2.76962 4.82562 -0.15929 0.0 0.1 0.0 0.044
C -2.99270 -2.80831 -5.69004 0.0 -0.1 -0.1 -0.254
S -2.36743 -2.31129 -4.06996 0.0 -0.2 -0.1 0.771
O -1.42117 -3.37363 -3.60855 -0.5 0.2 -0.1 -0.553
C -3.92356 -2.54958 -3.18215 0.0 -0.1 0.0 -0.263
H -2.16779 -2.77118 -6.40400 0.0 0.0 0.2 0.057
H -3.38462 -3.82645 -5.64404 0.1 0.1 0.1 0.062
H -3.77588 -2.11753 -6.00842 0.1 0.0 0.1 0.056
H -4.25948 -3.58302 -3.28821 0.1 0.0 0.0 0.064
H -4.67779 -1.86693 -3.57901 0.1 0.0 0.0 0.054
H -3.75525 -2.32902 -2.12674 0.1 0.0 -0.1 0.026
```
Positions in Å, forces in eV/Å.

---

Question: The lowest calculated total energy belongs to which entry?
Answer: C32H69BCl2FIN4O12P3S6

---

Question: Number 3 is which compound?
Answer: C3H7O2P